(1)
{
  "formula": "HN3O4",
  "method": "ωB97M-V with the def2-TZVPD basis set",
  "symbols": ["O", "N", "O", "N", "N", "O", "O", "H"],
  "coordinates": [[-0.2259, 1.3529, 1.4268], [0.3103, 0.3038, 1.3149], [0.8840, -0.3336, 2.1091], [0.2831, -0.3652, 0.0892], [-0.4973, 0.0638, -1.4071], [-0.9073, 1.1200, -1.3448], [-0.3474, -0.8123, -2.1654], [0.5004, -1.3295, -0.0227]],
  "mulliken_charge": [-0.590, 1.233, -0.608, -0.476, 1.158, -0.437, -0.516, 0.238],
  "homo_energy_ev": -11.35,
  "homo_lumo_gap_ev": 11.1,
  "smiles": "O=[N+]([O-])N[N+](=O)[O-]",
  "energy_ha": -465.5447
}


(2)
{
  "formula": "C19H20N6O4PPr",
  "method": "ωB97M-V with the def2-TZVPD basis set",
  "symbols": ["Pr", "C", "C", "C", "C", "C", "H", "H", "H", "H", "H", "C", "N", "C", "C", "N", "C", "P", "C", "N", "C", "C", "N", "C", "C", "N", "C", "C", "N", "C", "H", "H", "H", "H", "H", "H", "H", "H", "H", "H", "H", "H", "H", "H", "H", "O", "C", "O", "C", "O", "O"],
  "coordinates": [[-0.9799, 0.4930, 0.9054], [-2.6809, 0.1343, 3.0484], [-1.4440, 0.5254, 3.6006], [-1.2041, 1.8617, 3.2300], [-2.2934, 2.2958, 2.4453], [-3.2072, 1.2309, 2.3372], [-3.1469, -0.8341, 3.1554], [-0.7996, -0.0950, 4.2029], [-0.3452, 2.4556, 3.5089], [-2.4122, 3.2749, 2.0060], [-4.1292, 1.2418, 1.7763], [4.1605, -2.3684, 0.9185], [3.0674, -1.7840, 1.6792], [3.0117, -1.6552, 3.0470], [1.8342, -1.0229, 3.3188], [1.1647, -0.7822, 2.1503], [1.9236, -1.2586, 1.1813], [1.5194, -0.8755, -0.5815], [-0.0504, -1.9036, -0.5618], [-0.9688, -1.9433, 0.4092], [-1.9427, -2.8068, 0.0101], [-1.6229, -3.3041, -1.2195], [-0.4372, -2.7207, -1.5731], [0.2443, -2.9174, -2.8535], [-0.6425, 2.2392, -1.8925], [-1.0919, 2.6618, -0.7238], [-0.3867, 3.8051, -0.4569], [0.4789, 4.0614, -1.4790], [0.3020, 3.0593, -2.3974], [1.0842, 2.9193, -3.6221], [4.9318, -2.6825, 1.6167], [3.8145, -3.2393, 0.3654], [4.5766, -1.6383, 0.2276], [3.7998, -2.0170, 3.6845], [1.4405, -0.7413, 4.2810], [-2.8139, -2.9993, 0.6120], [-2.1284, -3.9887, -1.8778], [-0.2985, -3.6850, -3.3978], [0.2311, -1.9864, -3.4160], [1.2658, -3.2491, -2.6850], [-0.5386, 4.3763, 0.4440], [1.1723, 4.8650, -1.6565], [1.5055, 3.8958, -3.8498], [1.8766, 2.1904, -3.4732], [0.4428, 2.5984, -4.4354], [-0.3292, 0.4553, -3.3963], [-1.0230, 0.9381, -2.5312], [0.9771, 0.6081, -0.3046], [-2.3327, 0.2565, -2.0607], [-3.0751, -0.1489, -2.9298], [-2.5005, 0.2041, -0.7867]],
  "mulliken_charge": [0.708, -0.711, -0.447, -0.546, -0.539, -0.523, 0.513, 0.500, 0.481, 0.578, 0.467, -0.839, 0.184, -0.551, -0.606, 0.262, -0.056, -0.263, 0.076, -0.087, -0.725, -0.253, 0.341, -0.781, 0.426, -0.334, -0.572, -0.489, 0.206, -0.854, 0.322, 0.290, 0.331, 0.400, 0.421, 0.479, 0.419, 0.322, 0.259, 0.317, 0.445, 0.455, 0.333, 0.279, 0.340, -0.644, 0.653, -0.435, 0.469, -0.688, -0.333],
  "homo_energy_ev": [-8.14, -8.14],
  "homo_lumo_gap_ev": [8.4, 8.4],
  "s_squared": 2.002,
  "multiplicity": 3,
  "energy_ha": -2224.0627
}


(3)
{
  "formula": "C7H14",
  "method": "ωB97M-V with the def2-TZVPD basis set",
  "symbols": ["C", "C", "C", "C", "C", "C", "C", "H", "H", "H", "H", "H", "H", "H", "H", "H", "H", "H", "H", "H", "H"],
  "coordinates": [[2.9682, -0.7689, -1.0428], [1.3813, -0.9476, -0.8427], [1.1796, -0.0493, 0.2960], [0.0219, 0.8023, 0.2296], [-2.0501, 1.1221, 1.4383], [-1.3139, 0.0253, 0.6701], [-0.9712, 0.7031, -0.8290], [3.3490, -1.3950, -1.9337], [3.3046, 0.2974, -0.9129], [3.3077, -1.5175, -0.1652], [0.9536, -1.2876, -1.8058], [1.1129, -2.0204, -0.6339], [-2.8135, -0.2913, -1.0354], [-2.9510, 0.4399, -0.5497], [1.8645, -0.1300, 1.2080], [0.1364, 1.7619, 1.8024], [-1.8893, 0.9979, 2.4881], [-3.0687, 1.2192, 1.1591], [-1.7837, 2.1252, 0.9505], [-1.2465, -0.9550, 1.0725], [-1.4918, -0.1318, -1.5633]],
  "mulliken_charge": [-1.050, -0.385, -0.702, 0.527, -1.445, -0.444, -0.565, 0.310, 0.357, 0.245, 0.420, 0.300, 0.011, 0.054, 0.320, 0.250, 0.371, 0.445, 0.401, 0.411, 0.168],
  "homo_energy_ev": -6.89,
  "homo_lumo_gap_ev": 5.4,
  "energy_ha": -274.5552
}


(4)
{
  "formula": "C4H14N2O2",
  "method": "ωB97M-V with the def2-TZVPD basis set",
  "symbols": ["C", "C", "O", "C", "N", "H", "H", "H", "H", "H", "H", "H", "H", "H", "C", "N", "O", "H", "H", "H", "H", "H"],
  "coordinates": [[1.5071, -1.5792, -0.3716], [1.0731, -0.1633, -0.7290], [1.9060, 0.4207, -1.7250], [-0.4736, -0.2514, -1.6917], [-1.6120, -0.7825, -1.1013], [1.4553, -2.2269, -1.2469], [0.8546, -1.9984, 0.3959], [2.5344, -1.6025, 0.0071], [1.1988, 0.4602, 0.1765], [2.8300, 0.3378, -1.4566], [-0.6035, 0.8023, -1.9403], [-0.0919, -0.8176, -2.5417], [-1.7737, -0.2288, -0.0639], [-1.5063, -1.7783, -0.9422], [-1.1846, 1.9603, 1.6950], [-1.2212, 0.6129, 1.1595], [-0.9307, -0.3605, 2.1494], [-1.8868, 2.0598, 2.5211], [-1.4477, 2.6385, 0.8851], [-0.1747, 2.2228, 2.0364], [-0.4657, 0.5607, 0.4157], [0.0133, -0.2865, 2.3686]],
  "mulliken_charge": [-1.349, 0.252, -0.558, -0.904, -0.638, 0.322, 0.304, 0.433, 0.389, 0.320, 0.344, 0.464, 0.598, 0.275, -0.789, -0.176, -0.430, 0.283, 0.334, 0.289, -0.096, 0.334],
  "homo_energy_ev": -8.26,
  "homo_lumo_gap_ev": 8.9,
  "smiles": "C[C@@H](O)CN.CNO",
  "energy_ha": -420.6490
}


(5)
{
  "formula": "C23H20ReSSb",
  "method": "ωB97M-V with the def2-TZVPD basis set",
  "symbols": ["Re", "C", "C", "C", "C", "C", "H", "H", "H", "H", "H", "S", "Sb", "C", "C", "C", "C", "C", "C", "C", "C", "C", "C", "C", "C", "C", "C", "C", "C", "C", "C", "H", "H", "H", "H", "H", "H", "H", "H", "H", "H", "H", "H", "H", "H", "H"],
  "coordinates": [[0.2475, 0.2360, -0.8674], [0.0032, -1.3339, -2.6828], [-1.2403, -0.7538, -2.4073], [-1.5709, -1.0207, -1.0368], [-0.5056, -1.7948, -0.4786], [0.4920, -1.9487, -1.4890], [0.5114, -1.3230, -3.6353], [-1.8645, -0.2155, -3.1065], [-2.5037, -0.7776, -0.5487], [-0.4894, -2.2419, 0.5058], [1.4196, -2.4933, -1.3830], [0.5855, 1.0373, 1.1726], [0.9668, 3.3358, 0.3909], [2.9103, 3.6926, 0.9035], [3.2216, 5.0316, 1.1528], [4.5384, 5.3400, 1.4671], [5.4943, 4.3356, 1.5333], [5.1580, 3.0046, 1.2924], [3.8550, 2.6652, 0.9738], [0.7606, 2.5824, -1.5827], [1.7514, 1.6459, -2.0139], [1.7494, 1.2025, -3.3470], [0.7993, 1.6832, -4.2550], [-0.1815, 2.5491, -3.8228], [-0.2248, 2.9827, -2.4828], [-0.3629, 4.7188, 1.0897], [-0.2399, 4.9878, 2.4565], [-1.0720, 5.9536, 3.0010], [-1.9853, 6.6239, 2.1953], [-2.0862, 6.3421, 0.8363], [-1.2769, 5.3755, 0.2624], [2.4770, 5.8164, 1.1044], [4.8128, 6.3675, 1.6644], [6.5149, 4.5884, 1.7879], [5.9127, 2.2335, 1.3679], [3.5871, 1.6243, 0.8389], [2.6299, 1.4387, -1.4063], [2.5239, 0.5178, -3.6733], [0.8388, 1.3789, -5.2934], [-0.9249, 2.9155, -4.5205], [-1.0229, 3.6447, -2.1784], [0.4736, 4.4720, 3.0887], [-1.0040, 6.1832, 4.0559], [-2.6250, 7.3798, 2.6310], [-2.7961, 6.8795, 0.2221], [-1.3539, 5.1792, -0.7958]],
  "mulliken_charge": [1.208, -0.546, -0.573, -0.403, -0.337, -0.323, 0.593, 0.509, 0.511, 0.616, 0.501, -0.302, 1.976, 0.968, -0.625, -0.683, -0.518, -0.771, -0.415, -0.227, -0.454, -0.574, -0.368, -0.877, -0.053, 1.086, -0.611, -0.742, -0.525, -0.752, -0.474, 0.387, 0.439, 0.432, 0.430, 0.272, 0.363, 0.544, 0.501, 0.511, 0.361, 0.421, 0.430, 0.440, 0.437, 0.215],
  "homo_energy_ev": [-18.05, -18.05],
  "charge": 3,
  "homo_lumo_gap_ev": [5.4, 5.6],
  "s_squared": 0.923,
  "multiplicity": 2,
  "energy_ha": -1604.0063
}


(6)
{
  "formula": "C3H4F2O",
  "method": "ωB97M-V with the def2-TZVPD basis set",
  "symbols": ["C", "C", "C", "H", "H", "H", "H", "O", "F", "F"],
  "coordinates": [[0.4418, -0.7181, 0.1731], [-0.5390, 0.2974, 0.4562], [-1.4340, 0.8323, -0.4153], [2.6275, -0.4764, 0.5249], [0.7226, -1.3990, 0.9948], [0.1475, -1.4755, -0.4608], [-0.1514, 0.8531, 1.3987], [1.6998, -0.2039, -0.5316], [-1.8308, 2.1187, -0.6098], [-1.6840, 0.1712, -1.5300]],
  "mulliken_charge": [-0.618, -0.142, 0.459, 0.341, 0.368, 0.341, 0.202, -0.537, -0.212, -0.202],
  "homo_energy_ev": -9.87,
  "homo_lumo_gap_ev": 9.5,
  "energy_ha": -391.5135
}